Entry 1:
Computed, not measured: the molecule C2HBrN2O2, with ωB97M-V/def2-TZVPD.

Output
Max |F|   3.4 eV Å⁻¹
M   164.95 g/mol
Structure (SMILES)   N#C[C@@H](Br)[N+](=O)[O-]
LUMO   -0.0507 Ha
HOMO energy   -11.03 eV
Energy above the lowest of the compared OMol25 structures with the same formula, charge and spin   337.0 kJ/mol
Kohn-Sham gap   9.7 eV

Structure (ORCA input):
```
! RIJCOSX wB97M-V def2-TZVPD def2/J DEFGRID3
* xyz 0 1
Br 1.45794 -0.97204 1.42388
O -1.73313 -0.06976 -0.58173
O -1.01399 -1.74784 0.43775
N 0.34534 2.50084 0.30248
N -0.81050 -0.70342 -0.13342
C 0.51797 -0.05729 -0.21422
C 0.37181 1.38684 0.03552
H 0.86457 -0.33734 -1.27027
*
```

---

Entry 2:
Computed, not measured: the molecule C4H8O, with ωB97M-V/def2-TZVPD.

Output
Max |F|   0.4 eV Å⁻¹
M   72.11 g/mol
Structure (SMILES)   CC1(O)CC1
LUMO   0.0375 Ha
HOMO energy   -9.93 eV
Energy above the lowest of the compared OMol25 structures with the same formula, charge and spin   93.3 kJ/mol
Kohn-Sham gap   11.0 eV

Structure (ORCA input):
```
! RIJCOSX wB97M-V def2-TZVPD def2/J DEFGRID3
* xyz 0 1
O -0.71955 0.32252 -1.57906
C -0.18379 -0.00678 -0.32640
C -1.17006 -0.61586 0.65135
C 0.88223 0.85415 0.28949
C 1.23697 -0.46361 -0.35775
H -0.68662 -0.75209 1.62458
H -2.01275 0.07225 0.79350
H 1.56649 -1.30724 0.24247
H 1.71108 -0.38068 -1.33169
H 0.83763 0.89559 1.37791
H 1.22350 1.76812 -0.18640
H -1.55958 -1.58183 0.31378
H -1.12554 1.19545 -1.51180
*
```

---

Entry 3:
Computed, not measured: a cluster of 3 separate species, CH8NO2 in total, with ωB97M-V/def2-TZVPD.

Output
Max |F|   2.8 eV Å⁻¹
M   66.08 g/mol
LUMO   -0.2054 Ha
HOMO energy   -15.21 eV
Energy above the lowest of the compared OMol25 structures with the same formula, charge and spin   148.1 kJ/mol
Kohn-Sham gap   9.6 eV

Structure (ORCA input):
```
! RIJCOSX wB97M-V def2-TZVPD def2/J DEFGRID3
* xyz 1 1
O -0.03910 -0.24992 -2.67049
O -0.06946 2.28406 2.07200
N 0.22391 -1.91401 0.31206
C 0.26318 -0.65649 0.56972
H 0.30192 0.41297 -3.31103
H -0.42342 -2.35315 0.94441
H -0.18256 2.71068 1.26554
H -0.42335 2.91354 2.69009
H 1.04294 0.06387 0.47085
H 0.76114 -2.25619 -0.49065
H -0.86828 -0.57231 -3.07032
H -0.58690 -0.38305 1.21782
*
```

---

Entry 4:
Computed, not measured: a cluster of 2 separate species, C6H4N3O2 in total, with ωB97M-V/def2-TZVPD.

Output
Max |F|   3.6 eV Å⁻¹
M   150.12 g/mol
LUMO   0.1289 Ha
HOMO energy   -2.54 eV
Energy above the lowest of the compared OMol25 structures with the same formula, charge and spin   124.7 kJ/mol
Kohn-Sham gap   6.0 eV

Structure (ORCA input):
```
! RIJCOSX wB97M-V def2-TZVPD def2/J DEFGRID3
* xyz -1 1
O -4.26798 1.31754 -0.73070
O -4.70047 -0.26131 0.90084
N 2.33395 -1.08484 -0.08104
N -2.32264 -0.46569 -0.31280
N 1.06327 -0.59905 -0.25522
C 2.34938 1.18511 0.13699
C -4.35903 0.51925 0.10943
C -1.29237 -1.00039 -0.39518
C 1.08203 0.72325 -0.15682
C -0.02097 -1.51087 -0.28551
C 3.08771 -0.01683 0.25220
H 4.15503 0.00305 0.54449
H 2.48642 2.25811 0.29761
H 0.10222 1.34085 -0.14287
H 0.30343 -2.40817 0.11860
*
```